(1)
{
  "formula": "C2H8FN2",
  "method": "ωB97M-V with the def2-TZVPD basis set",
  "symbols": ["C", "C", "N", "N", "F", "H", "H", "H", "H", "H", "H", "H", "H"],
  "positions_angstrom": [[1.67471, -0.56001, -0.30002], [-2.33949, -0.22182, 0.14660], [-1.31451, 0.41501, -0.29978], [1.10616, 0.57121, 0.46091], [-3.59368, -0.04472, -0.19799], [2.76710, -0.75732, -0.20583], [1.41826, -0.41087, -1.30752], [1.33307, -1.61304, -0.11594], [-1.58724, 1.12310, -0.96121], [1.30465, 0.43511, 1.51433], [1.52930, 1.43772, 0.06872], [-2.32802, -0.76111, 1.06686], [0.02969, 0.38674, 0.13090]],
  "atomic_forces_ev_per_a": [[1.978, -2.509, 0.214], [0.852, 1.780, 0.545], [-2.766, -1.392, 0.323], [1.266, -1.406, 1.353], [0.596, 0.274, -0.736], [-0.586, 1.058, -0.024], [-0.025, 0.382, -1.454], [-0.711, 1.306, 0.717], [-0.040, 0.234, -0.787], [-0.526, 0.757, -2.174], [-0.526, -0.608, 0.831], [0.496, -1.111, 0.233], [-0.009, 1.234, 0.959]],
  "mulliken_charge": [-0.8853, 0.1575, -0.4338, -0.3613, -0.1443, 0.3426, 0.3896, 0.3301, 0.1869, 0.3488, 0.3492, 0.2963, 0.4236],
  "gap_ev": 12.85,
  "spin_multiplicity": 1,
  "e_homo_ev": -16.38,
  "total_charge": 1
}

(2)
{
  "formula": "C2H8IN2",
  "method": "ωB97M-V with the def2-TZVPD basis set",
  "symbols": ["C", "C", "N", "N", "I", "H", "H", "H", "H", "H", "H", "H", "H"],
  "positions_angstrom": [[0.49503, -1.63285, 1.22722], [-0.85097, 0.89508, -0.13174], [0.72253, -2.11790, 0.05211], [-0.15790, 2.23544, -0.52766], [-0.94547, -0.23997, -1.94696], [1.15966, -0.81829, 1.63804], [-0.28484, -2.01675, 1.80070], [-1.88251, 0.95240, 0.37308], [-0.40427, 2.98078, 0.13818], [0.12535, -3.00771, -0.21334], [0.76391, 1.94863, -0.37490], [1.53199, -1.73694, -0.53750], [-0.27251, 2.55808, -1.49725]],
  "atomic_forces_ev_per_a": [[2.195, 2.200, -1.143], [-0.777, -1.085, 0.765], [-0.117, -1.738, -0.175], [-2.292, -0.214, 0.512], [-0.236, 0.330, 0.295], [-0.973, -1.101, -0.598], [-1.186, -0.575, 0.887], [1.509, 0.739, -1.426], [0.132, -0.233, -0.327], [1.864, 2.611, -0.004], [1.950, 0.204, 0.040], [-1.868, -1.119, 0.893], [-0.201, -0.018, 0.282]],
  "mulliken_charge": [-0.1994, -0.6621, -0.2252, -0.3928, -0.0403, 0.2526, 0.3240, 0.2890, 0.3331, 0.3163, 0.3695, 0.3094, 0.3261],
  "gap_ev": 6.85,
  "spin_multiplicity": 1,
  "e_homo_ev": -11.10,
  "total_charge": 1
}

(3)
{
  "formula": "C2H8IN2",
  "method": "ωB97M-V with the def2-TZVPD basis set",
  "symbols": ["C", "C", "N", "N", "I", "H", "H", "H", "H", "H", "H", "H", "H"],
  "positions_angstrom": [[-0.48702, 0.57337, -0.83247], [0.98054, 0.17073, -0.34617], [-1.40985, 0.56690, 0.34577], [0.96125, -0.94494, 0.51900], [-2.94226, -0.80173, 0.83639], [-0.42057, 1.58141, -1.16502], [-0.60002, -0.22291, -1.60918], [1.27915, 1.01218, 0.33821], [1.68257, 0.20543, -1.24529], [-1.73065, 1.51659, 0.68002], [-0.01834, -1.38878, 0.45921], [0.95248, -0.67066, 1.51164], [1.75273, -1.59761, 0.50791]],
  "atomic_forces_ev_per_a": [[0.666, -2.381, 1.601], [0.327, 5.349, -1.114], [-0.174, 0.582, 0.460], [-1.778, -2.911, 2.190], [1.100, 0.721, -0.777], [-0.038, 0.525, -0.927], [-1.227, 1.041, 0.285], [0.127, -0.523, -1.027], [-0.805, -0.856, 1.426], [0.580, -1.622, -0.946], [1.705, -0.124, -0.102], [-0.067, 0.414, -0.322], [-0.415, -0.217, -0.747]],
  "mulliken_charge": [-0.5319, -0.5162, -0.5969, -0.2365, 0.2144, 0.3900, 0.3297, 0.2640, 0.3403, 0.3093, 0.2963, 0.3994, 0.3381],
  "gap_ev": 8.45,
  "spin_multiplicity": 1,
  "e_homo_ev": -12.71,
  "total_charge": 1
}

(4)
{
  "formula": "C2H8KN4O2",
  "method": "ωB97M-V with the def2-TZVPD basis set",
  "symbols": ["K", "C", "O", "N", "N", "H", "H", "H", "H", "C", "O", "N", "N", "H", "H", "H", "H"],
  "positions_angstrom": [[20.89608, 10.44285, -3.94779], [18.04942, 8.89776, -2.40083], [18.61152, 9.98691, -2.42309], [17.82699, 8.22454, -1.24080], [17.82251, 8.13735, -3.50877], [17.47649, 7.28551, -1.20300], [17.81836, 8.79185, -0.41144], [17.66660, 7.15014, -3.41921], [18.16621, 8.52461, -4.37421], [19.08935, 9.71549, -7.12243], [19.03396, 9.83980, -5.88849], [20.19948, 9.33896, -7.78684], [17.95070, 9.70962, -7.85455], [21.08280, 9.12165, -7.37224], [20.12085, 9.31118, -8.78891], [18.04356, 9.63050, -8.85265], [17.05037, 9.94179, -7.47956]],
  "atomic_forces_ev_per_a": [[-0.660, 0.017, 0.149], [1.175, -1.781, 0.170], [-0.159, 0.675, -0.339], [-0.200, 0.688, 0.433], [-0.003, 0.663, -0.311], [-0.248, 0.129, 0.004], [0.042, -0.213, 0.160], [-0.114, 0.040, -0.161], [-0.134, -0.127, -0.194], [-1.150, -1.339, 1.437], [0.821, 0.378, 0.077], [-0.085, 0.474, -1.056], [0.566, 0.266, -0.906], [-0.067, 0.129, 0.255], [0.470, -0.182, -0.006], [-0.401, 0.006, -0.009], [0.148, 0.176, 0.297]],
  "mulliken_charge": [0.9799, 0.5503, -0.6747, -0.3790, -0.3146, 0.1735, 0.2512, 0.1949, 0.2367, 0.6619, -0.6738, -0.3472, -0.3883, 0.1786, 0.1574, 0.1690, 0.2242],
  "gap_ev": 9.71,
  "spin_multiplicity": 1,
  "e_homo_ev": -13.06,
  "total_charge": 1
}

(5)
{
  "formula": "C2H8N",
  "method": "ωB97M-V with the def2-TZVPD basis set",
  "symbols": ["C", "N", "C", "H", "H", "H", "H", "H", "H", "H", "H"],
  "positions_angstrom": [[1.16976, 0.00591, -0.56858], [0.06600, 0.35219, 0.45159], [-1.21057, -0.33594, 0.12386], [1.55483, -1.00729, -0.17520], [0.80628, -0.23686, -1.56850], [1.81049, 0.91448, -0.63859], [0.01687, 1.37773, 0.52677], [0.35332, -0.00128, 1.40707], [-1.58591, -0.08765, -0.88229], [-1.93214, -0.07412, 0.90033], [-1.17149, -1.40552, 0.06254]],
  "atomic_forces_ev_per_a": [[0.433, -1.090, 1.146], [0.907, -1.142, -0.052], [-1.572, 0.832, -0.357], [0.288, 2.021, -0.653], [-0.655, 0.423, 0.276], [0.131, -1.282, 0.278], [-0.579, -0.463, -0.084], [-0.114, 0.653, -1.307], [0.291, 0.629, 0.548], [-0.072, 0.024, -0.295], [0.940, -0.606, 0.501]],
  "mulliken_charge": [-0.7087, -0.2278, -0.8779, 0.3197, 0.3058, 0.3302, 0.3786, 0.3849, 0.3588, 0.3553, 0.3809],
  "gap_ev": 14.45,
  "spin_multiplicity": 1,
  "e_homo_ev": -18.31,
  "total_charge": 1
}

(6)
{
  "formula": "C2H8N",
  "method": "ωB97M-V with the def2-TZVPD basis set",
  "symbols": ["C", "N", "C", "H", "H", "H", "H", "H", "H", "H", "H"],
  "positions_angstrom": [[0.54519, -0.22384, -1.13524], [0.40209, 0.35507, 0.26211], [-0.87677, -0.08268, 0.92719], [0.55176, -1.29796, -1.01091], [1.46718, 0.14812, -1.55391], [-0.25624, 0.17013, -1.74075], [1.19843, 0.03357, 0.81155], [0.46442, 1.37409, 0.24299], [-0.93911, -1.15305, 0.79229], [-0.86196, 0.23879, 1.96683], [-1.69501, 0.43777, 0.43785]],
  "atomic_forces_ev_per_a": [[0.137, 0.756, 0.706], [-0.051, -0.305, -0.284], [0.238, 0.695, -0.109], [-0.109, -0.124, -0.316], [0.381, -0.120, -0.043], [-0.404, -0.268, -0.074], [0.013, 0.022, 0.098], [-0.045, -0.031, -0.064], [-0.197, -0.145, 0.232], [0.094, -0.293, 0.011], [-0.056, -0.188, -0.158]],
  "mulliken_charge": [-0.8227, -0.2342, -0.7744, 0.3656, 0.3421, 0.3623, 0.3719, 0.3625, 0.3393, 0.3390, 0.3488],
  "gap_ev": 15.23,
  "spin_multiplicity": 1,
  "e_homo_ev": -19.00,
  "total_charge": 1
}

(7)
{
  "formula": "C2H8N2",
  "method": "ωB97M-V with the def2-TZVPD basis set",
  "symbols": ["C", "H", "H", "H", "H", "N", "C", "N", "H", "H", "H", "H"],
  "positions_angstrom": [[3.25627, 6.64660, -2.96389], [2.69342, 6.88759, -2.02205], [2.71714, 6.21635, -3.84443], [3.80157, 7.51723, -3.10867], [3.98551, 5.72211, -2.87904], [-2.15698, -1.99823, 0.85633], [-1.41680, -2.90518, 1.59104], [-0.35091, -3.51412, 1.14889], [-1.88480, -1.01490, 0.89419], [-3.10330, -2.06596, 0.48308], [-1.52182, -2.96604, 2.71905], [-0.16931, -4.15842, 1.95840]],
  "atomic_forces_ev_per_a": [[0.142, -3.770, 0.585], [0.090, -1.056, -1.039], [-0.336, 1.343, 0.781], [1.155, 1.453, -1.076], [-1.052, 2.030, 0.750], [-0.485, 1.255, -1.315], [1.323, -0.810, 1.362], [-1.775, -0.457, 0.787], [0.205, -0.057, 0.312], [0.767, -0.763, 0.837], [-0.718, 0.058, -1.336], [0.684, 0.774, -0.647]],
  "mulliken_charge": [-1.1025, 0.2552, 0.2711, 0.2856, 0.2412, -0.2532, -2.7968, -0.2968, 0.5658, 0.7656, 0.3677, 0.6972],
  "gap_ev": [1.24, 7.53],
  "spin_multiplicity": 2,
  "e_homo_ev": [1.40, -5.02],
  "total_charge": -1
}

(8)
{
  "formula": "C2H8N2",
  "method": "ωB97M-V with the def2-TZVPD basis set",
  "symbols": ["C", "H", "H", "H", "H", "N", "C", "N", "H", "H", "H", "H"],
  "positions_angstrom": [[3.71044, -1.37155, 0.63693], [4.30504, -2.27860, 0.61286], [3.61659, -1.07931, 1.68189], [4.25825, -0.59169, 0.09569], [2.74545, -1.48458, 0.15886], [-3.15136, 1.30716, -1.33366], [-2.38112, 1.01903, -0.24149], [-2.81346, 0.34728, 0.74054], [-2.69545, 1.40165, -2.22208], [-4.08831, 0.93939, -1.33056], [-1.40535, 1.51649, -0.25659], [-2.10072, 0.27471, 1.45761]],
  "atomic_forces_ev_per_a": [[0.546, 0.476, 0.001], [-0.135, -0.209, -0.190], [-0.200, 0.089, -0.081], [-0.068, -0.121, 0.176], [-0.146, -0.235, 0.094], [-0.079, 0.158, 0.041], [0.113, 0.300, 0.129], [-0.057, -0.213, 0.041], [-0.048, 0.115, -0.047], [0.054, -0.211, -0.088], [0.073, -0.259, -0.178], [-0.054, 0.109, 0.102]],
  "mulliken_charge": [-0.8910, 0.2283, 0.2241, 0.2243, 0.2144, -0.4461, 0.1044, -0.6589, 0.2152, 0.2498, 0.2929, 0.2427],
  "gap_ev": 10.26,
  "spin_multiplicity": 1,
  "e_homo_ev": -9.41
}

(9)
{
  "formula": "C2H8N2",
  "method": "ωB97M-V with the def2-TZVPD basis set",
  "symbols": ["C", "C", "H", "H", "H", "H", "H", "H", "H", "H", "N", "N"],
  "positions_angstrom": [[-0.58225, -0.51430, 0.02858], [0.61735, 0.52190, 0.13122], [-2.13148, 0.72126, 0.69937], [-1.95801, 0.54539, -0.93897], [-0.28812, -1.25608, -0.70236], [-0.55588, -1.13080, 0.92129], [0.63634, 1.07069, 1.07582], [0.40190, 1.22714, -0.74107], [2.57384, 0.47719, -0.58232], [2.18817, -0.41400, 0.85951], [-2.00690, 0.04546, -0.06215], [1.85299, -0.22923, -0.15929]],
  "atomic_forces_ev_per_a": [[-0.185, 0.819, 1.936], [-1.939, -0.262, -2.615], [0.108, -0.238, -0.489], [-0.636, 0.480, -0.047], [-0.539, 0.331, -0.910], [-0.074, -0.004, 0.519], [-0.160, 0.047, -0.117], [0.485, -0.471, 1.234], [-1.568, -1.801, 1.231], [0.013, 0.034, -2.571], [2.386, -0.721, -0.236], [2.108, 1.786, 2.065]],
  "mulliken_charge": [-0.7379, -0.3513, 0.2509, 0.2645, 0.4207, 0.3172, 0.2708, 0.3041, 0.2559, 0.2556, -0.6060, -0.6444],
  "gap_ev": 10.32,
  "spin_multiplicity": 1,
  "e_homo_ev": -9.31
}

(10)
{
  "formula": "C2H8N2O",
  "method": "ωB97M-V with the def2-TZVPD basis set",
  "symbols": ["C", "O", "H", "H", "H", "N", "C", "N", "H", "H", "H", "H", "H"],
  "positions_angstrom": [[0.84583, 0.09846, 1.92211], [1.20682, -1.09874, 1.24620], [0.68589, -0.19035, 2.96801], [0.02149, 0.65182, 1.48397], [1.69506, 0.79578, 2.03924], [-1.36433, -0.55777, -0.55951], [-1.04423, 0.55006, -1.11955], [0.13707, 0.84683, -1.79042], [0.68420, -1.06945, 0.44660], [-2.34680, -0.78431, -0.77804], [-1.70327, 1.42169, -1.16057], [0.95293, 0.28980, -1.61409], [0.26966, 1.83448, -1.98577]],
  "atomic_forces_ev_per_a": [[1.190, -0.058, 1.315], [0.074, 0.657, 0.001], [-0.705, 0.138, -0.053], [-0.213, -0.252, 0.008], [-0.022, -0.138, -0.617], [0.719, -0.771, -1.126], [0.657, 0.696, -0.897], [-1.251, -0.441, 1.363], [-0.504, -0.427, -0.604], [0.000, 0.617, 1.124], [-0.320, -0.177, -0.532], [0.184, -0.096, -0.074], [0.191, 0.252, 0.091]],
  "mulliken_charge": [-0.7729, -0.3707, 0.2386, 0.1842, 0.3029, 0.0215, -2.6835, -0.5599, 0.2324, 0.3541, 0.6267, 0.2246, 1.2020],
  "gap_ev": [3.08, 9.22],
  "spin_multiplicity": 2,
  "e_homo_ev": [1.13, -5.15],
  "total_charge": -1
}

(11)
{
  "formula": "C2H8N2O",
  "method": "ωB97M-V with the def2-TZVPD basis set",
  "symbols": ["C", "C", "N", "N", "O", "H", "H", "H", "H", "H", "H", "H", "H"],
  "positions_angstrom": [[1.01675, 1.11833, -0.17638], [-0.36701, -1.42550, 0.89410], [-0.39687, 0.73091, -0.08861], [-0.57602, -0.66621, -0.33447], [-1.03652, 1.46257, -1.16203], [-1.90524, 1.02385, -1.14169], [0.03800, -1.01448, -1.07302], [1.11458, 2.20249, -0.05020], [1.60049, 0.65543, 0.62629], [1.46529, 0.84332, -1.13803], [0.68981, -1.45004, 1.17946], [-0.95217, -1.02154, 1.72747], [-0.69109, -2.45912, 0.73711]],
  "atomic_forces_ev_per_a": [[0.025, 0.363, 0.043], [0.062, -0.201, 0.005], [0.797, -0.181, 0.016], [-0.467, 0.508, 0.159], [-0.083, -0.994, 0.398], [0.148, 0.375, -0.171], [0.060, 0.257, 0.025], [-0.202, -0.234, -0.059], [-0.364, -0.094, -0.080], [-0.107, -0.050, -0.095], [-0.009, -0.013, 0.220], [0.097, 0.114, -0.366], [0.042, 0.151, -0.096]],
  "mulliken_charge": [-0.8028, -0.7530, 0.0013, -0.3395, -0.4798, 0.3546, 0.2444, 0.2834, 0.2867, 0.3377, 0.2893, 0.2672, 0.3105],
  "gap_ev": 9.98,
  "spin_multiplicity": 1,
  "e_homo_ev": -8.88
}

(12)
{
  "formula": "C2H8N2O",
  "method": "ωB97M-V with the def2-TZVPD basis set",
  "symbols": ["C", "C", "N", "N", "H", "H", "H", "H", "H", "H", "H", "H", "O"],
  "positions_angstrom": [[0.55557, 0.69111, -0.48135], [0.79944, -0.63054, -0.52552], [1.86479, -1.13422, 0.22923], [-0.62484, 1.46429, -0.66400], [1.28490, 1.31868, 0.03225], [-0.00965, -1.31137, -0.75755], [2.40725, -1.96181, 0.05039], [2.45182, -0.44503, 0.66325], [-1.14200, 1.15579, -1.46792], [-0.40417, 2.44228, -0.75926], [-2.96209, -0.71619, 0.71892], [-1.72499, -0.17556, 1.42057], [-2.49603, -0.69743, 1.54099]],
  "atomic_forces_ev_per_a": [[0.534, 0.404, 0.775], [-0.779, 0.947, 0.774], [0.540, -0.243, 0.513], [0.079, -0.898, -0.319], [0.296, -0.254, -0.200], [0.230, -0.245, -0.413], [-0.481, -0.078, -0.719], [-0.054, 0.220, 0.009], [-0.393, 0.062, -0.237], [-0.007, 0.035, -0.132], [-0.261, 0.135, -0.753], [1.027, 0.810, -0.415], [-0.732, -0.893, 1.117]],
  "mulliken_charge": [-0.3959, 0.0435, -0.4263, -0.4728, 0.1909, 0.2738, 0.1856, 0.1644, 0.2219, 0.2306, 0.3086, 0.3299, -0.6543],
  "gap_ev": 8.38,
  "spin_multiplicity": 1,
  "e_homo_ev": -7.40
}

Asked for relative energy (zero: lowest compared OMol25 entry of this formula, charge and spin) across the records above, the calculation gives 0.0, 361.0, 201.0, 0.0, 66.5, 20.1, 152.0, 4.9, 71.7, 161.1, 345.0, 190.9 kJ/mol in order.